one | Here is a 2-piece molecular cluster, C9H14 overall from OMol25. Energies are from ωB97M-V/def2-TZVPD.

CARTESIAN COORDINATES (ANGSTROEM)
C1 1.097 1.343 3.154
C2 1.590 -0.059 3.543
H1 0.643 1.350 2.168
H2 0.355 1.666 3.884
H3 1.929 2.042 3.083
H4 0.784 -0.742 3.560
H5 2.239 -0.425 2.742
H6 2.222 -0.002 4.423
C3 -2.601 0.371 -2.667
C4 0.530 -1.713 -2.047
C5 0.978 -1.164 -0.850
C6 -0.611 -1.151 -2.621
C7 -1.308 -0.089 -2.082
C8 0.397 0.013 -0.426
C9 -0.737 0.575 -0.982
H7 1.086 -2.496 -2.534
H8 1.768 -1.634 -0.314
H9 -1.018 -1.707 -3.464
H10 0.785 0.511 0.446
H11 -2.526 0.952 -3.584
H12 -3.061 1.148 -2.029
H13 -1.097 1.531 -0.630
H14 -3.443 -0.317 -2.774

The value obtained for the frontier orbital gap is 0.371 Ha. The calculation puts the LUMO energy at 1.023 eV. Its SMILES is Cc1ccccc1.CC.

two | Here is a 2-piece molecular cluster, C9H14 overall from OMol25. Energies are from ωB97M-V/def2-TZVPD.

CARTESIAN COORDINATES (ANGSTROEM)
C1 0.158 -2.484 -1.547
C2 0.600 -3.697 -2.355
H1 -0.774 -1.991 -1.835
H2 0.031 -2.750 -0.497
H3 0.925 -1.706 -1.513
H4 -0.168 -4.336 -2.793
H5 1.301 -3.430 -3.143
H6 1.178 -4.359 -1.708
C3 -0.094 1.199 3.194
C4 0.544 1.120 -0.531
C5 -0.246 2.178 -0.983
C6 0.507 0.721 0.796
C7 -0.293 1.411 1.703
C8 -1.132 2.764 -0.096
C9 -1.166 2.380 1.234
H7 1.278 0.688 -1.200
H8 -0.207 2.377 -2.049
H9 1.251 0.010 1.139
H10 -1.778 3.559 -0.447
H11 -1.004 0.829 3.678
H12 0.205 2.142 3.643
H13 -1.769 2.944 1.933
H14 0.654 0.429 3.378

The value obtained for the frontier orbital gap is 0.371 Ha. The calculation puts the LUMO energy at 1.042 eV. Its SMILES is Cc1ccccc1.CC.

Computed relative energies in units of kJ/mol: one 21.4; two 0.0

one | Here is a 2-piece molecular cluster, C9H14 overall from OMol25. Energies are from ωB97M-V/def2-TZVPD.

CARTESIAN COORDINATES (ANGSTROEM)
C1 -0.178 -1.709 -2.486
C2 0.666 -0.739 -0.276
C3 -0.380 -1.300 -1.031
C4 0.529 -0.388 1.030
C5 -1.551 -1.656 -0.365
C6 -0.589 -0.823 1.761
C7 -1.591 -1.433 1.033
H1 1.471 -0.304 -0.866
H2 1.343 0.159 1.493
H3 -0.647 -0.929 -3.083
H4 -0.534 -2.722 -2.635
H5 -2.303 -2.192 -0.926
H6 -0.750 -0.731 2.824
H7 -2.531 -1.751 1.476
H8 0.892 -1.715 -2.695
C8 0.543 3.473 0.625
C9 1.927 3.039 0.070
H9 0.055 2.566 0.980
H10 0.717 4.162 1.449
H11 -0.163 3.925 -0.072
H12 2.187 2.162 0.663
H13 1.836 2.666 -0.948
H14 2.645 3.830 0.220

The value obtained for the frontier orbital gap is 0.371 Ha. The calculation puts the LUMO energy at 1.025 eV. Its SMILES is Cc1ccccc1.CC.

two | Here is a 2-piece molecular cluster, C9H14 overall from OMol25. Energies are from ωB97M-V/def2-TZVPD.

CARTESIAN COORDINATES (ANGSTROEM)
C1 1.878 -1.473 -2.446
C2 1.298 -0.073 -2.752
H1 1.709 -1.933 -1.584
H2 1.309 -2.169 -3.263
H3 2.845 -1.377 -2.478
H4 0.116 -0.371 -2.791
H5 1.416 0.633 -1.747
H6 1.731 0.317 -3.747
C3 0.088 0.204 3.327
C4 -0.348 1.071 -0.300
C5 0.233 0.947 0.972
C6 -1.714 0.738 -0.481
C7 -0.535 0.419 2.046
C8 -2.376 0.126 0.565
C9 -1.852 0.008 1.817
H7 0.206 1.543 -0.938
H8 1.238 1.138 1.118
H9 -2.224 0.654 -1.424
H10 -3.326 -0.392 0.455
H11 -0.625 0.097 4.110
H12 0.751 1.048 3.629
H13 -2.438 -0.436 2.682
H14 0.620 -0.721 3.230

The value obtained for the frontier orbital gap is 0.361 Ha. The calculation puts the LUMO energy at 0.966 eV. Its SMILES is Cc1ccccc1.CC.

Computed relative energies in units of kJ/mol: one 0.0; two 210.5

one | Here is a 2-piece molecular cluster, C9H14 overall from OMol25. Energies are from ωB97M-V/def2-TZVPD.

CARTESIAN COORDINATES (ANGSTROEM)
C1 -0.994 1.283 1.686
C2 -2.390 1.917 1.557
H1 -0.777 1.136 2.745
H2 -0.989 0.305 1.220
H3 -0.200 1.887 1.252
H4 -2.442 2.835 2.132
H5 -3.157 1.183 1.771
H6 -2.540 2.173 0.501
C3 1.355 -2.407 0.827
C4 1.741 -0.262 -0.379
C5 0.854 -1.270 -0.013
C6 1.404 0.759 -1.262
C7 -0.441 -1.212 -0.529
C8 0.108 0.811 -1.761
C9 -0.795 -0.153 -1.360
H7 2.786 -0.368 -0.136
H8 2.181 1.455 -1.550
H9 2.025 -3.030 0.221
H10 0.664 -3.059 1.362
H11 -1.182 -1.944 -0.246
H12 -0.231 1.444 -2.575
H13 -1.806 -0.189 -1.744
H14 2.079 -2.021 1.566

The value obtained for the frontier orbital gap is 0.370 Ha. The calculation puts the LUMO energy at 1.020 eV. Its SMILES is Cc1ccccc1.CC.

two | Here is a 2-piece molecular cluster, C9H14 overall from OMol25. Energies are from ωB97M-V/def2-TZVPD.

CARTESIAN COORDINATES (ANGSTROEM)
C1 -0.367 -0.148 2.469
C2 -3.402 -1.766 -0.178
C3 -2.056 -2.138 -0.335
C4 -3.661 -0.756 0.680
C5 -1.110 -1.583 0.505
C6 -2.671 -0.075 1.420
C7 -1.448 -0.749 1.588
H1 -4.134 -2.443 -0.607
H2 -1.755 -2.737 -1.176
H3 -4.674 -0.290 0.621
H4 -0.094 -1.935 0.458
H5 -2.904 0.781 2.075
H6 0.088 0.784 2.095
H7 0.349 -0.974 2.684
H8 -0.776 -0.184 3.491
C8 3.837 1.755 -1.242
C9 3.318 1.927 -2.630
H9 4.265 2.673 -0.804
H10 3.183 1.196 -0.594
H11 4.707 1.002 -1.280
H12 3.194 2.835 -3.196
H13 2.300 1.541 -2.682
H14 3.813 1.282 -3.361

The value obtained for the frontier orbital gap is 0.362 Ha. The calculation puts the LUMO energy at 0.791 eV. Its SMILES is Cc1ccccc1.CC.

three | Here is a 2-piece molecular cluster, C9H14 overall from OMol25. Energies are from ωB97M-V/def2-TZVPD.

CARTESIAN COORDINATES (ANGSTROEM)
C1 0.040 -2.306 -1.328
C2 -0.772 -1.802 2.460
C3 -0.093 -2.015 1.277
C4 -2.176 -1.450 2.409
C5 -0.627 -1.833 -0.004
C6 -2.637 -1.178 1.211
C7 -1.905 -1.377 0.042
H1 -0.261 -1.848 3.449
H2 0.956 -2.535 1.271
H3 -2.807 -1.175 3.279
H4 -3.742 -1.086 1.037
H5 0.905 -3.033 -1.054
H6 0.483 -1.476 -1.992
H7 -2.394 -1.205 -0.872
H8 -0.512 -2.928 -1.879
C8 2.508 3.041 -0.830
C9 1.415 3.787 -1.589
H9 3.544 3.024 -1.049
H10 2.536 3.469 0.120
H11 2.318 1.935 -0.824
H12 1.752 4.220 -2.501
H13 0.506 3.224 -1.728
H14 0.964 4.548 -0.903

The value obtained for the frontier orbital gap is 0.368 Ha. The calculation puts the LUMO energy at 0.862 eV. Its SMILES is Cc1ccccc1.CC.

four | Here is a 2-piece molecular cluster, C9H14 overall from OMol25. Energies are from ωB97M-V/def2-TZVPD.

CARTESIAN COORDINATES (ANGSTROEM)
C1 -2.332 0.501 1.496
C2 -2.083 -0.900 2.068
H1 -2.546 0.479 0.420
H2 -3.136 0.996 2.059
H3 -1.512 1.183 1.724
H4 -1.828 -0.778 3.147
H5 -1.278 -1.379 1.602
H6 -2.891 -1.575 2.007
C3 0.690 -1.986 -0.596
C4 1.113 -0.609 -0.847
C5 1.117 0.331 0.216
C6 1.551 -0.215 -2.074
C7 1.186 1.695 -0.023
C8 1.623 1.177 -2.340
C9 1.367 2.103 -1.357
H7 -0.231 -2.334 -1.066
H8 0.534 -2.176 0.486
H9 1.152 -0.062 1.199
H10 1.721 -0.776 -3.039
H11 1.151 2.360 0.831
H12 1.799 1.476 -3.374
H13 1.321 3.139 -1.644
H14 1.511 -2.650 -0.895

The value obtained for the frontier orbital gap is 0.365 Ha. The calculation puts the LUMO energy at 1.021 eV. Its SMILES is Cc1ccccc1.CC.

Computed relative energies in units of kJ/mol: one 0.0; two 120.2; three 148.2; four 38.0

one | Here is a 2-piece molecular cluster, C9H14 overall from OMol25. Energies are from ωB97M-V/def2-TZVPD.

CARTESIAN COORDINATES (ANGSTROEM)
C1 0.822 0.251 2.035
C2 0.042 -0.981 2.470
H1 1.577 0.649 2.723
H2 1.347 0.109 1.097
H3 0.191 1.141 1.950
H4 -0.097 -1.748 1.720
H5 -0.965 -0.680 2.750
H6 0.449 -1.398 3.391
C3 0.166 2.346 -1.412
C4 -0.068 0.869 -1.243
C5 0.877 -0.060 -1.663
C6 -1.247 0.413 -0.659
C7 0.597 -1.414 -1.618
C8 -1.523 -0.942 -0.594
C9 -0.609 -1.856 -1.099
H7 -0.534 2.905 -0.799
H8 0.030 2.598 -2.461
H9 1.786 0.345 -2.093
H10 -1.906 1.132 -0.195
H11 1.275 -2.197 -1.953
H12 -2.471 -1.296 -0.217
H13 -0.881 -2.903 -1.036
H14 1.142 2.717 -1.093

The value obtained for the frontier orbital gap is 0.369 Ha. The calculation puts the LUMO energy at 1.036 eV. Its SMILES is Cc1ccccc1.CC.

two | Here is a 2-piece molecular cluster, C9H14 overall from OMol25. Energies are from ωB97M-V/def2-TZVPD.

CARTESIAN COORDINATES (ANGSTROEM)
C1 0.773 -2.433 -1.753
C2 0.228 1.594 -0.384
C3 1.491 1.014 -0.354
C4 -0.858 0.854 -0.798
C5 1.663 -0.293 -0.783
C6 -0.691 -0.447 -1.266
C7 0.572 -1.025 -1.248
H1 0.085 2.570 0.067
H2 2.301 1.638 0.003
H3 -1.835 1.289 -0.672
H4 2.612 -0.807 -0.749
H5 -1.523 -1.034 -1.636
H6 0.158 -3.159 -1.238
H7 1.817 -2.734 -1.680
H8 0.496 -2.496 -2.813
C8 -1.534 1.224 2.728
C9 -1.024 -0.204 2.578
H9 -1.966 1.484 3.686
H10 -0.816 2.010 2.489
H11 -2.331 1.418 1.999
H12 -0.227 -0.402 3.301
H13 -1.840 -0.881 2.854
H14 -0.626 -0.348 1.586

The value obtained for the frontier orbital gap is 0.373 Ha. The calculation puts the LUMO energy at 1.036 eV. Its SMILES is Cc1ccccc1.CC.

three | Here is a 2-piece molecular cluster, C9H14 overall from OMol25. Energies are from ωB97M-V/def2-TZVPD.

CARTESIAN COORDINATES (ANGSTROEM)
C1 1.123 -1.263 2.040
C2 1.673 0.775 0.698
C3 1.010 -0.458 0.692
C4 1.563 1.561 -0.434
C5 0.357 -0.960 -0.439
C6 0.935 1.077 -1.592
C7 0.396 -0.234 -1.634
H1 2.206 1.126 1.610
H2 1.998 2.505 -0.471
H3 0.889 -2.338 2.063
H4 0.300 -0.835 2.636
H5 0.036 -2.033 -0.409
H6 1.054 1.717 -2.513
H7 -0.176 -0.633 -2.502
H8 2.118 -1.107 2.495
C8 -2.616 0.282 0.707
C9 -3.063 -0.405 -0.573
H9 -3.240 -0.075 1.484
H10 -1.462 -0.022 0.943
H11 -2.607 1.374 0.661
H12 -2.197 -1.025 -0.893
H13 -3.296 0.308 -1.480
H14 -3.895 -1.214 -0.404

The value obtained for the frontier orbital gap is 0.370 Ha. The calculation puts the LUMO energy at 1.066 eV. Its SMILES is Cc1ccccc1.CC.

four | Here is a 2-piece molecular cluster, C9H14 overall from OMol25. Energies are from ωB97M-V/def2-TZVPD.

CARTESIAN COORDINATES (ANGSTROEM)
C1 2.762 -1.392 0.330
C2 3.393 -0.540 1.458
H1 1.715 -1.099 0.241
H2 3.361 -1.477 -0.572
H3 2.555 -2.434 0.619
H4 4.472 -0.557 1.380
H5 3.062 -0.908 2.431
H6 2.917 0.435 1.358
C3 -3.560 -0.331 -0.974
C4 -0.826 1.440 0.802
C5 -2.039 0.795 0.647
C6 0.125 1.577 -0.233
C7 -2.168 0.038 -0.595
C8 0.028 0.728 -1.304
C9 -1.037 -0.180 -1.308
H7 -0.567 1.907 1.742
H8 -2.795 1.024 1.377
H9 0.932 2.291 -0.147
H10 0.722 0.871 -2.124
H11 -4.237 -0.400 -0.112
H12 -3.524 -1.311 -1.443
H13 -1.222 -0.954 -2.062
H14 -4.069 0.476 -1.510

The value obtained for the frontier orbital gap is 0.362 Ha. The calculation puts the LUMO energy at 1.002 eV. Its SMILES is Cc1ccccc1.CC.

Computed relative energies in units of kJ/mol: one 16.9; two 0.0; three 107.1; four 120.0

one | Here is a 2-piece molecular cluster, C9H14 overall from OMol25. Energies are from ωB97M-V/def2-TZVPD.

CARTESIAN COORDINATES (ANGSTROEM)
C1 -0.299 -1.436 -2.905
C2 1.471 0.366 -0.056
C3 1.565 1.649 -0.578
C4 0.865 -0.628 -0.810
C5 0.333 -0.350 -2.064
C6 1.048 1.941 -1.837
C7 0.435 0.941 -2.566
H1 1.867 0.198 0.932
H2 2.029 2.431 0.009
H3 0.787 -1.644 -0.436
H4 1.133 2.952 -2.211
H5 -0.996 -1.011 -3.619
H6 -0.833 -2.158 -2.284
H7 0.023 1.146 -3.555
H8 0.473 -1.984 -3.451
C8 -0.530 -0.001 3.195
C9 -1.949 -0.599 3.170
H9 0.212 -0.799 3.228
H10 -0.343 0.598 2.305
H11 -0.347 0.626 4.067
H12 -1.972 -1.569 3.663
H13 -2.681 0.051 3.660
H14 -2.291 -0.721 2.141

The value obtained for the frontier orbital gap is 0.369 Ha. The calculation puts the LUMO energy at 1.008 eV. Its SMILES is Cc1ccccc1.CC.

two | Here is a 2-piece molecular cluster, C9H14 overall from OMol25. Energies are from ωB97M-V/def2-TZVPD.

CARTESIAN COORDINATES (ANGSTROEM)
C1 -1.879 0.167 1.227
C2 1.644 0.853 2.462
C3 0.333 0.426 2.424
C4 2.039 1.898 1.618
C5 -0.571 0.868 1.457
C6 1.139 2.462 0.746
C7 -0.135 1.886 0.628
H1 2.394 0.439 3.121
H2 0.056 -0.365 3.113
H3 3.055 2.271 1.676
H4 1.437 3.262 0.083
H5 -1.939 -0.203 0.202
H6 -2.730 0.813 1.413
H7 -0.698 2.196 -0.249
H8 -1.927 -0.747 1.821
C8 0.368 -2.439 -2.621
C9 -0.880 -1.613 -2.780
H9 1.289 -1.862 -2.504
H10 0.314 -3.139 -1.803
H11 0.520 -2.998 -3.553
H12 -1.629 -2.033 -3.444
H13 -0.842 -0.620 -3.241
H14 -1.359 -1.521 -1.798

The value obtained for the frontier orbital gap is 0.368 Ha. The calculation puts the LUMO energy at 0.979 eV. Its SMILES is Cc1ccccc1.CC.

three | Here is a 2-piece molecular cluster, C9H14 overall from OMol25. Energies are from ωB97M-V/def2-TZVPD.

CARTESIAN COORDINATES (ANGSTROEM)
C1 0.977 2.319 0.411
C2 0.433 1.434 -0.602
C3 -0.915 1.403 -1.028
C4 1.399 0.545 -1.182
C5 -1.322 0.453 -2.005
C6 1.004 -0.356 -2.104
C7 -0.349 -0.430 -2.583
H1 1.324 1.702 1.270
H2 0.437 3.090 0.948
H3 -1.636 2.149 -0.736
H4 2.449 0.748 -0.783
H5 -2.205 0.423 -2.336
H6 1.748 -0.959 -2.646
H7 -0.738 -0.869 -3.477
H8 1.935 2.896 -0.042
C8 0.174 -1.901 1.958
C9 -1.274 -1.682 2.275
H9 0.432 -2.983 2.023
H10 0.384 -1.621 0.904
H11 0.858 -1.362 2.642
H12 -1.519 -1.716 3.335
H13 -1.737 -0.794 1.931
H14 -1.859 -2.489 1.827

The value obtained for the frontier orbital gap is 0.357 Ha. The calculation puts the LUMO energy at 1.002 eV. Its SMILES is Cc1ccccc1.CC.

four | Here is a 2-piece molecular cluster, C9H14 overall from OMol25. Energies are from ωB97M-V/def2-TZVPD.

CARTESIAN COORDINATES (ANGSTROEM)
C1 2.171 -1.308 3.122
C2 3.061 -1.805 1.948
H1 1.334 -2.005 3.158
H2 2.772 -1.381 4.023
H3 1.771 -0.326 2.907
H4 3.401 -2.818 2.158
H5 2.429 -1.870 1.060
H6 3.909 -1.151 1.766
C3 -1.669 0.634 -3.199
C4 -0.360 0.459 0.874
C5 -1.662 0.087 0.520
C6 0.535 0.855 -0.097
C7 -2.132 0.255 -0.753
C8 0.067 0.948 -1.419
C9 -1.232 0.655 -1.779
H7 -0.001 0.344 1.882
H8 -2.249 -0.491 1.227
H9 1.543 1.162 0.133
H10 -3.175 0.064 -0.971
H11 0.780 1.168 -2.207
H12 -0.882 0.703 -3.943
H13 -2.331 1.466 -3.466
H14 -2.284 -0.235 -3.440

The value obtained for the frontier orbital gap is 0.368 Ha. The calculation puts the LUMO energy at 1.045 eV. Its SMILES is Cc1ccccc1.CC.

Computed relative energies in units of kJ/mol: one 0.0; two 31.8; three 138.5; four 24.9